Record 1
The following is a quantum chemistry calculation of a cluster of 12 separate species, C26H76O16 in total at a distorted geometry, from the OMol25 dataset.

E_tot   -60950.551 eV
Energy above the lowest of the compared OMol25 structures with the same formula, charge and spin   0.8 kcal per mole
M   644.9 g mol⁻¹
SMILES string   CC(C)O.CC(C)O.OCCO.OCCO.OCCO.OCCO.CCO.CCO.CCO.CCO.CCO.CCO
Gap between HOMO and LUMO   10.22 eV
Net charge   0

Each line ends with the Mulliken charge.
Positions of all 118 atoms, in Å:
C (7.3171, 9.2387, 11.0449)  -1.568
C (7.7019, 9.5818, 12.4832)  1.135
C (8.3004, 10.9540, 12.4806)  -0.708
O (6.6269, 9.4517, 13.4222)  -0.600
H (6.5273, 9.8902, 10.6300)  0.356
H (6.9661, 8.2185, 10.9246)  0.480
H (8.1666, 9.1779, 10.3852)  0.279
H (8.4586, 8.8479, 12.7584)  -0.432
H (9.2620, 10.9091, 11.9837)  -0.012
H (8.5283, 11.2443, 13.4904)  0.123
H (7.6650, 11.7267, 12.0549)  0.566
H (6.2504, 8.5567, 13.3174)  0.370
C (17.3037, 12.3496, 16.5519)  -1.787
C (15.8615, 12.1406, 16.2203)  1.960
C (15.4452, 10.7535, 15.8037)  -1.338
O (15.1054, 12.6469, 17.3589)  -0.745
H (17.4342, 11.8900, 17.5290)  0.409
H (17.4274, 13.4189, 16.7606)  0.364
H (17.9243, 11.8740, 15.8139)  0.360
H (15.7092, 12.8197, 15.3646)  -0.471
H (16.0984, 10.3801, 15.0405)  0.513
H (14.4612, 10.7168, 15.4015)  0.052
H (15.4375, 10.0794, 16.6924)  0.349
H (14.2076, 12.2179, 17.4716)  0.358
O (12.7833, 15.5312, 8.6328)  -0.654
C (13.1069, 15.4738, 10.0896)  0.469
C (11.8230, 15.9068, 10.6666)  -0.410
O (10.7565, 14.9422, 10.3158)  -0.537
H (13.5117, 14.9867, 8.3857)  0.356
H (13.2650, 14.4796, 10.4673)  -0.435
H (13.9551, 16.1158, 10.2795)  0.252
H (11.4196, 16.8689, 10.2542)  0.409
H (11.8950, 15.9328, 11.7571)  0.097
H (10.9435, 14.7893, 9.3660)  0.298
O (12.5163, 11.6547, 17.8932)  -0.693
C (11.9113, 12.8594, 18.2440)  -0.816
C (11.1880, 13.4040, 17.0715)  0.850
O (10.3502, 12.3498, 16.4905)  -0.636
H (11.8411, 11.0403, 17.6112)  0.324
H (11.2787, 12.7126, 19.1493)  0.306
H (12.5948, 13.6343, 18.5388)  0.446
H (11.9085, 13.7241, 16.2894)  -0.446
H (10.5232, 14.3277, 17.2692)  0.344
H (9.6303, 12.8548, 16.0272)  0.298
O (10.8789, 7.8344, 11.4728)  -0.240
C (11.8808, 7.3420, 10.6373)  -0.714
C (13.0848, 8.2652, 10.6272)  -0.663
O (12.7587, 9.5877, 10.1581)  -0.206
H (10.1666, 8.0744, 10.9103)  0.096
H (12.1696, 6.3743, 11.0008)  0.305
H (11.6157, 7.4220, 9.5365)  0.391
H (13.6329, 7.7173, 9.8593)  0.388
H (13.7112, 8.2518, 11.5478)  0.327
H (12.4904, 10.0887, 10.9612)  0.274
O (12.6889, 14.4267, 13.7912)  -0.410
C (13.0738, 13.0457, 13.6204)  2.067
C (12.2668, 12.3987, 12.5085)  1.591
O (12.4998, 11.0110, 12.5620)  0.078
H (13.0414, 14.7425, 14.6535)  -0.057
H (14.1486, 12.9776, 13.4394)  -0.372
H (12.8549, 12.5477, 14.6064)  -0.504
H (12.6096, 12.7403, 11.5051)  -2.079
H (11.2055, 12.7043, 12.5329)  -0.232
H (11.7844, 10.6496, 13.1025)  -0.266
C (16.3174, 11.2426, 9.5874)  -1.735
C (15.8978, 11.8262, 10.9759)  1.754
O (17.0447, 11.8246, 11.8094)  -0.680
H (16.4990, 10.1653, 9.6872)  0.305
H (17.2465, 11.7318, 9.4059)  0.579
H (15.5733, 11.5542, 8.9132)  0.315
H (15.1576, 11.1625, 11.4800)  -0.074
H (15.4677, 12.8299, 10.8392)  -0.631
H (16.9969, 11.3243, 12.6252)  0.318
C (8.4949, 15.8041, 13.5768)  -1.381
C (9.0311, 14.4180, 13.9386)  1.151
O (8.4985, 13.9098, 15.1856)  -0.639
H (8.9440, 16.0966, 12.6466)  0.290
H (8.7328, 16.4917, 14.3553)  0.382
H (7.4173, 15.7747, 13.4317)  0.391
H (10.1411, 14.3948, 13.9489)  -0.378
H (8.8664, 13.7288, 13.1108)  -0.203
H (7.6694, 13.4505, 15.0240)  0.326
C (14.3783, 17.2570, 15.2699)  -1.117
C (15.0564, 16.2009, 16.0125)  -0.118
O (14.1503, 15.0531, 16.1332)  -0.481
H (13.3714, 17.5959, 15.5500)  0.299
H (14.3543, 16.9168, 14.2189)  0.103
H (14.9674, 18.1819, 15.3096)  0.401
H (15.3844, 16.5647, 16.9881)  0.356
H (15.8980, 15.7831, 15.4401)  0.199
H (14.7047, 14.3427, 16.5465)  0.307
C (16.9178, 15.4468, 10.0332)  -1.027
C (16.7465, 15.8571, 11.5530)  -0.186
O (16.7075, 14.7728, 12.4236)  -0.464
H (16.7423, 16.3132, 9.3929)  0.415
H (16.1687, 14.7112, 9.6453)  0.048
H (17.8757, 14.9563, 9.8172)  0.368
H (15.9094, 16.5424, 11.7339)  0.310
H (17.5910, 16.5388, 11.7354)  0.273
H (16.9702, 13.8763, 12.0458)  0.341
C (12.0089, 11.1990, 7.2983)  -1.276
C (12.0618, 12.2008, 8.4765)  -0.091
O (13.3487, 12.0364, 9.1222)  -0.255
H (11.9997, 10.1794, 7.6466)  0.206
H (13.0181, 11.3337, 6.7754)  0.250
H (11.2302, 11.3720, 6.5502)  0.445
H (11.2214, 12.0730, 9.1690)  0.081
H (12.1269, 13.1588, 8.0731)  0.486
H (13.4650, 11.0598, 9.2544)  0.270
C (11.0988, 7.7710, 14.6347)  -1.208
C (11.2201, 8.9054, 15.6460)  -0.145
O (10.8911, 10.1330, 14.9062)  -0.099
H (11.8319, 7.9063, 13.8638)  0.125
H (10.1089, 7.7272, 14.1853)  0.185
H (11.3144, 6.8020, 15.0533)  0.494
H (12.2744, 8.8900, 16.0199)  0.251
H (10.5099, 8.7762, 16.4866)  0.394
H (10.6695, 10.8934, 15.5393)  0.157

Record 2
The following is a quantum chemistry calculation of a cluster of 13 separate species, C26H77BClN4O14 in total at a distorted geometry, from the OMol25 dataset.

E_tot   -76026.798 eV
M   716.2 g mol⁻¹
Gap between HOMO and LUMO   7.20 eV
Net charge   +1

Each line ends with the Mulliken charge.
Positions of all 123 atoms, in Å:
N (3.2078, -5.5232, 0.8164)  -0.298
C (2.0036, -5.0024, 0.5307)  -0.102
N (0.7975, -5.5583, 0.7746)  -0.299
C (-0.0738, -4.6866, 0.3040)  -0.062
N (0.5156, -3.6303, -0.2051)  -0.137
Cl (-0.3197, -2.3344, -0.8637)  0.158
N (1.8241, -3.8010, -0.0618)  0.752
B (2.8741, -2.7952, -0.4926)  0.316
O (2.7463, -2.0820, -1.6405)  -0.502
O (3.9329, -2.6355, 0.3647)  -0.303
H (3.8260, -5.1516, 1.5189)  0.191
H (3.4780, -6.3823, 0.3595)  0.231
H (-1.1485, -4.8141, 0.3425)  0.480
H (2.3874, -1.2139, -1.3716)  0.301
H (3.5307, -2.5243, 1.2448)  0.233
C (0.2099, 1.8571, 2.2762)  -0.953
C (0.1802, 0.4379, 1.7495)  0.038
O (0.9234, 0.3453, 0.5307)  -0.393
H (-0.2093, 2.5495, 1.5439)  0.233
H (-0.3578, 1.9406, 3.2046)  0.411
H (1.2359, 2.1733, 2.4634)  0.105
H (-0.8467, 0.1318, 1.5434)  0.445
H (0.6104, -0.2579, 2.4763)  -0.158
H (1.8306, 0.6123, 0.7256)  0.281
C (0.1908, 2.1560, -2.5265)  -1.020
C (-0.7425, 2.9754, -1.6554)  0.157
O (-0.0085, 3.9481, -0.9137)  -0.522
H (0.9413, 1.6569, -1.9103)  0.208
H (-0.3622, 1.4023, -3.0918)  0.291
H (0.7272, 2.7957, -3.2314)  0.381
H (-1.2586, 2.3335, -0.9401)  0.219
H (-1.4917, 3.4874, -2.2646)  0.048
H (0.4387, 4.5205, -1.5465)  0.284
C (2.6429, 0.8432, 5.6061)  -1.230
C (3.4149, 0.0649, 4.5599)  0.364
O (3.1034, 0.5480, 3.2466)  -0.424
H (1.5688, 0.7582, 5.4342)  0.213
H (2.8670, 0.4787, 6.6091)  0.390
H (2.8912, 1.9064, 5.5568)  0.380
H (3.1486, -0.9931, 4.5975)  -0.265
H (4.4918, 0.1546, 4.7232)  0.268
H (3.3492, 1.4791, 3.2146)  0.246
C (-1.8440, 7.0923, -4.3091)  -1.209
C (-2.4075, 5.8403, -4.9538)  0.057
O (-2.6945, 4.8489, -3.9639)  -0.529
H (-0.9328, 6.8601, -3.7546)  0.245
H (-1.6153, 7.8499, -5.0599)  0.363
H (-2.5561, 7.5122, -3.5948)  0.357
H (-1.6856, 5.4128, -5.6500)  0.167
H (-3.3239, 6.0662, -5.5035)  0.248
H (-3.3400, 5.2245, -3.3553)  0.284
C (-4.8505, 3.6188, -7.3257)  -0.358
C (-4.5298, 4.5628, -8.4693)  -0.435
O (-3.5468, 5.5195, -8.0771)  -0.515
H (-5.2147, 4.1761, -6.4606)  0.187
H (-5.6092, 2.8932, -7.6223)  -0.129
H (-3.9541, 3.0797, -7.0049)  0.355
H (-5.4198, 5.1126, -8.7711)  0.304
H (-4.1567, 4.0076, -9.3356)  0.269
H (-2.7553, 5.0345, -7.8207)  0.286
C (-0.0875, 3.9289, 8.5702)  -1.144
C (0.0654, 3.3600, 7.1727)  -0.095
O (-0.1463, 1.9483, 7.1719)  -0.482
H (0.6207, 3.4576, 9.2529)  0.294
H (0.0829, 5.0065, 8.5752)  0.339
H (-1.0892, 3.7322, 8.9597)  0.338
H (1.0718, 3.5395, 6.7954)  0.238
H (-0.6491, 3.8256, 6.4859)  0.269
H (-1.0394, 1.7878, 7.4953)  0.267
C (-8.7822, 1.9198, -6.7205)  -0.762
C (-9.0804, 2.1928, -8.1843)  -0.284
O (-8.0030, 1.7650, -9.0089)  -0.493
H (-7.8680, 2.4329, -6.4156)  0.109
H (-9.6024, 2.2545, -6.0829)  0.372
H (-8.6234, 0.8508, -6.5519)  0.219
H (-9.2185, 3.2605, -8.3526)  0.280
H (-9.9931, 1.6742, -8.4959)  0.289
H (-7.8841, 0.8152, -8.8705)  0.287
C (7.0018, -2.7357, 4.6039)  -0.747
C (7.5306, -1.6219, 5.4886)  -0.233
O (6.4581, -0.9854, 6.1831)  -0.500
H (6.2828, -2.3390, 3.8837)  -0.098
H (7.8131, -3.2235, 4.0606)  0.360
H (6.4783, -3.4883, 5.2009)  0.442
H (8.0327, -0.8651, 4.8893)  0.193
H (8.2449, -2.0135, 6.2195)  0.313
H (6.0204, -1.6552, 6.7198)  0.285
C (0.4577, -2.6154, 4.2055)  -0.558
C (1.2590, -3.7451, 4.8269)  -0.435
O (1.1852, -4.9232, 4.0189)  -0.470
H (-0.5873, -2.9081, 4.0881)  0.375
H (0.5029, -1.7160, 4.8215)  0.315
H (0.8395, -2.3732, 3.2058)  -0.078
H (0.8653, -3.9977, 5.8096)  0.358
H (2.3094, -3.4568, 4.9384)  0.314
H (1.5413, -4.7051, 3.1528)  0.207
C (-1.0369, -8.1657, 3.8117)  -0.766
C (-2.0257, -7.3583, 4.6328)  -0.207
O (-1.3720, -6.2791, 5.2925)  -0.468
H (-0.2439, -8.5582, 4.4492)  0.250
H (-1.5320, -9.0001, 3.3113)  0.363
H (-0.5590, -7.5371, 3.0548)  0.086
H (-2.4844, -7.9812, 5.3993)  0.294
H (-2.8205, -6.9557, 3.9945)  0.234
H (-0.9733, -5.7216, 4.6143)  0.190
C (-4.4798, -1.0231, -7.2637)  -1.141
C (-5.3594, -0.1807, -8.1682)  0.194
O (-6.5787, -0.8632, -8.4597)  -0.576
H (-4.2534, -1.9803, -7.7356)  0.290
H (-3.5427, -0.5094, -7.0413)  0.344
H (-4.9911, -1.2416, -6.3223)  0.321
H (-4.8555, 0.0175, -9.1129)  0.325
H (-5.5972, 0.7759, -7.6978)  -0.059
H (-7.0284, -1.0291, -7.6231)  0.321
C (7.7748, -0.3067, 0.2337)  -1.164
C (7.2914, -0.3523, 1.6714)  0.249
O (8.3177, 0.0669, 2.5666)  -0.515
H (8.6488, -0.9463, 0.1053)  0.330
H (6.9930, -0.6366, -0.4535)  0.261
H (8.0755, 0.7071, -0.0408)  0.368
H (7.0123, -1.3683, 1.9475)  0.036
H (6.4173, 0.2953, 1.8060)  0.166
H (8.5584, 0.9695, 2.3303)  0.291